{
  "formula": "C21H24INNiO7P",
  "method": "ωB97M-V/def2-TZVPD",
  "elements": ["Ni", "O", "C", "C", "N", "C", "C", "O", "O", "C", "C", "O", "O", "H", "H", "H", "H", "H", "H", "H", "H", "H", "I", "C", "C", "C", "C", "C", "C", "C", "O", "O", "H", "H", "H", "H", "C", "P", "C", "C", "C", "C", "C", "C", "C", "H", "H", "H", "H", "H", "H", "H", "H", "H", "H", "H"],
  "positions_angstrom": [[10.46, 11.63, 7.59], [10.71, 11.01, 5.70], [10.03, 11.98, 4.78], [10.35, 13.41, 5.24], [10.31, 13.62, 6.70], [9.03, 14.10, 7.33], [8.03, 12.91, 7.53], [6.80, 13.04, 7.48], [8.60, 11.75, 7.82], [11.50, 14.33, 7.30], [12.36, 13.32, 8.22], [13.21, 13.81, 8.98], [12.17, 12.04, 8.14], [11.66, 10.96, 5.54], [8.98, 11.72, 4.81], [10.53, 11.76, 3.81], [9.58, 14.05, 4.78], [11.33, 13.72, 4.82], [8.54, 14.88, 6.70], [9.26, 14.41, 8.39], [11.14, 15.12, 7.97], [12.25, 14.66, 6.52], [5.78, 6.07, 8.84], [7.55, 6.85, 8.06], [8.10, 7.91, 8.81], [9.36, 8.39, 8.57], [10.13, 7.67, 7.62], [9.57, 6.71, 6.79], [8.24, 6.31, 6.95], [11.58, 7.79, 7.55], [12.28, 7.38, 6.63], [12.10, 8.35, 8.73], [7.45, 8.28, 9.62], [9.77, 9.20, 9.20], [10.20, 6.20, 6.06], [7.63, 5.61, 6.35], [14.23, 6.30, 8.62], [13.72, 7.89, 9.20], [13.51, 7.99, 10.99], [14.77, 9.12, 8.56], [15.75, 9.66, 9.43], [16.37, 10.85, 9.08], [16.03, 11.49, 7.88], [15.06, 10.97, 7.08], [14.43, 9.78, 7.39], [15.31, 6.12, 8.84], [14.03, 6.19, 7.54], [13.68, 5.49, 9.12], [14.31, 7.40, 11.49], [12.57, 7.50, 11.30], [13.63, 9.01, 11.30], [16.10, 9.17, 10.38], [17.04, 11.31, 9.79], [16.55, 12.41, 7.62], [14.83, 11.49, 6.15], [13.65, 9.36, 6.77]],
  "mulliken_spin": [0.97, 0.01, -0.01, 0.00, 0.01, 0.00, 0.01, 0.01, 0.00, -0.01, 0.01, 0.00, 0.02, -0.01, 0.00, 0.00, 0.00, 0.00, 0.00, 0.00, 0.00, 0.00, 0.01, 0.24, -0.09, 0.20, -0.08, 0.21, -0.10, 0.30, 0.18, 0.01, 0.00, 0.04, 0.05, 0.00, 0.05, -0.01, 0.02, 0.01, 0.00, 0.00, 0.00, 0.00, -0.01, -0.01, -0.01, 0.00, 0.00, 0.00, 0.00, 0.00, 0.00, 0.00, 0.00, 0.00],
  "spin_multiplicity": 3,
  "s_squared": 2.03,
  "e_homo_ev": [-1.6, -2.3],
  "orbital_gap_ev": [3.55, 4.22],
  "total_charge": -1,
  "lumo_ev": [1.98, 1.93]
}

---

{
  "formula": "C21H24LuN4O9",
  "method": "ωB97M-V/def2-TZVPD",
  "elements": ["Lu", "C", "N", "C", "C", "O", "C", "O", "C", "C", "O", "N", "C", "C", "H", "H", "H", "H", "H", "H", "H", "H", "H", "H", "H", "H", "H", "H", "H", "H", "O", "C", "O", "C", "C", "C", "C", "C", "N", "H", "H", "H", "H", "O", "C", "C", "C", "C", "C", "C", "C", "O", "N", "O", "O", "H", "H", "H", "H"],
  "positions_angstrom": [[-0.35, 0.16, -0.03], [4.24, 0.51, 3.04], [3.61, 0.04, 1.78], [4.55, -0.56, 0.79], [2.36, 0.28, 1.41], [1.98, -0.10, 0.27], [1.44, 1.16, 2.31], [0.35, 1.67, 1.53], [0.49, 3.02, 1.12], [-0.26, 3.21, -0.22], [-0.19, 2.24, -1.03], [-0.97, 4.32, -0.40], [-0.82, 5.53, 0.45], [-1.94, 4.47, -1.46], [5.26, 0.18, 2.99], [4.25, 1.64, 3.07], [3.73, 0.17, 3.95], [5.14, 0.22, 0.33], [5.26, -1.25, 1.27], [3.95, -1.07, -0.02], [1.06, 0.55, 3.15], [2.02, 2.04, 2.73], [0.09, 3.68, 1.86], [1.56, 3.13, 0.98], [0.22, 5.57, 0.87], [-1.06, 6.46, -0.06], [-1.49, 5.39, 1.35], [-2.93, 4.45, -1.05], [-1.76, 5.46, -2.00], [-1.80, 3.65, -2.16], [-4.03, 1.23, -1.85], [-3.02, 0.62, -1.50], [-2.54, 0.37, -0.32], [-2.24, 0.12, -2.68], [-2.72, 0.20, -3.98], [-1.80, -0.11, -4.99], [-0.46, -0.31, -4.69], [-0.07, -0.31, -3.37], [-0.95, -0.17, -2.41], [-3.77, 0.43, -4.15], [-2.18, -0.03, -5.99], [0.30, -0.32, -5.51], [0.99, -0.52, -3.07], [-0.64, -0.71, 1.94], [-1.18, -1.85, 2.20], [-0.87, -3.04, 1.48], [-1.13, -4.26, 2.09], [-0.99, -5.43, 1.30], [-0.67, -5.42, -0.07], [-0.43, -4.24, -0.68], [-0.43, -3.03, 0.10], [-0.09, -1.92, -0.51], [-1.41, -6.60, 1.88], [-1.59, -7.60, 1.16], [-1.70, -6.54, 3.08], [-2.03, -1.88, 2.94], [-1.45, -4.39, 3.07], [-0.66, -6.37, -0.55], [-0.18, -4.14, -1.76]],
  "nbo_charge": [2.10, -0.42, -0.38, -0.43, 0.66, -0.69, -0.16, -0.57, -0.14, 0.68, -0.70, -0.36, -0.42, -0.42, 0.24, 0.20, 0.22, 0.21, 0.22, 0.26, 0.26, 0.22, 0.21, 0.21, 0.21, 0.25, 0.22, 0.23, 0.21, 0.25, -0.61, 0.76, -0.85, 0.11, -0.19, -0.15, -0.25, 0.05, -0.52, 0.26, 0.23, 0.24, 0.21, -0.75, 0.49, -0.35, -0.05, -0.05, -0.09, -0.31, 0.56, -0.81, 0.50, -0.38, -0.39, 0.19, 0.25, 0.26, 0.24],
  "e_homo_ev": -11.0,
  "orbital_gap_ev": 7.62,
  "total_charge": 1,
  "relative_energy_kj_mol": 59.6,
  "lumo_ev": -3.39
}

---

{
  "formula": "C21H24N2O3S2",
  "method": "ωB97M-V/def2-TZVPD",
  "elements": ["C", "C", "O", "C", "O", "C", "C", "S", "C", "C", "O", "N", "N", "C", "C", "C", "C", "C", "S", "C", "C", "C", "C", "C", "C", "C", "C", "C", "H", "H", "H", "H", "H", "H", "H", "H", "H", "H", "H", "H", "H", "H", "H", "H", "H", "H", "H", "H", "H", "H", "H", "H"],
  "positions_angstrom": [[-3.34, -2.20, 1.77], [-1.99, -1.97, 1.11], [-1.57, -0.62, 1.25], [-0.89, -0.29, 2.36], [-0.58, -1.08, 3.21], [-0.55, 1.18, 2.36], [0.97, 1.36, 2.29], [1.47, 3.11, 2.32], [0.90, 3.70, 0.68], [1.49, 2.87, -0.43], [2.64, 2.93, -0.79], [0.61, 2.02, -1.02], [-0.70, 1.93, -0.71], [-1.28, 1.08, -1.48], [-2.65, 0.73, -1.34], [-3.37, -0.20, -2.06], [-4.70, -0.32, -1.62], [-4.98, 0.52, -0.58], [-3.63, 1.46, -0.11], [-0.34, 0.48, -2.51], [1.01, 1.06, -2.08], [1.95, 0.04, -1.48], [1.49, -0.83, -0.50], [2.36, -1.73, 0.10], [3.70, -1.78, -0.27], [4.64, -2.75, 0.37], [4.14, -0.91, -1.26], [3.28, -0.01, -1.85], [-3.26, -2.02, 2.84], [-4.08, -1.52, 1.35], [-3.66, -3.22, 1.61], [-2.05, -2.15, 0.03], [-1.24, -2.63, 1.55], [-0.91, 1.63, 3.29], [-1.04, 1.65, 1.51], [1.38, 0.90, 1.39], [1.44, 0.91, 3.16], [-0.19, 3.71, 0.66], [1.30, 4.72, 0.62], [-2.95, -0.77, -2.87], [-5.41, -0.99, -2.06], [-5.91, 0.63, -0.07], [-0.35, -0.61, -2.48], [-0.63, 0.80, -3.51], [1.52, 1.61, -2.87], [0.46, -0.80, -0.19], [1.99, -2.39, 0.87], [4.98, -3.49, -0.36], [4.17, -3.27, 1.20], [5.52, -2.23, 0.74], [5.18, -0.93, -1.55], [3.65, 0.68, -2.60]],
  "nbo_charge": [-0.63, -0.08, -0.53, 0.81, -0.61, -0.54, -0.53, 0.22, -0.63, 0.67, -0.60, -0.28, -0.23, 0.20, -0.24, -0.23, -0.27, -0.40, 0.49, -0.46, -0.07, -0.06, -0.18, -0.23, 0.00, -0.63, -0.21, -0.16, 0.22, 0.21, 0.22, 0.19, 0.20, 0.24, 0.25, 0.22, 0.24, 0.24, 0.26, 0.22, 0.23, 0.24, 0.24, 0.24, 0.23, 0.21, 0.21, 0.22, 0.22, 0.22, 0.21, 0.22],
  "e_homo_ev": -8.2,
  "orbital_gap_ev": 8.19,
  "relative_energy_kj_mol": 0.0,
  "smiles": "CCOC(=O)CCSCC(=O)N1N=C(c2cccs2)C[C@@H]1c1ccc(C)cc1",
  "lumo_ev": -0.03
}

---

Question: Number 2 is which compound?
Answer: C21H24LuN4O9